Here is a cluster of 5 separate species, C3H15NO4 in total at a distorted geometry from the OMol25 dataset. Energies are from ωB97M-V with the def2-TZVPD basis set.

Cartesian coordinates (Å):
C1 2.2964 0.4064 0.0522
C2 1.5621 -0.6850 0.8532
C3 1.8850 -1.9553 0.5282
N1 0.6820 -0.1495 1.7763
H1 2.9707 -0.1082 -0.6045
H2 3.0098 0.9199 0.7175
H3 1.6006 1.0183 -0.4798
H4 1.2022 -2.6682 0.9609
H5 2.7677 -2.2911 0.0077
H6 0.2776 0.7651 1.5344
H7 -0.0282 -0.7686 2.2142
H8 -4.2102 0.9325 0.4528
H9 -2.8259 0.8572 -0.2030
O1 -3.3322 0.5244 0.5496
H10 -1.6787 1.8511 1.3670
H11 -0.8493 1.6113 0.1395
O2 -0.8566 2.1268 0.9529
H12 -0.8961 0.2207 -1.7399
H13 -1.8272 1.2905 -2.3318
O3 -1.5032 0.9392 -1.4855
H14 -0.3068 -1.9476 -1.0858
H15 0.4884 -1.3768 -2.2217
O4 -0.4281 -1.5129 -1.9542

The LUMO energy is 0.38 eV. The charge is 0. Its energy above the lowest of the compared OMol25 structures with the same formula, charge and spin is 19.6 kcal/mol. Its spin multiplicity is 1.